Entry 1
DFT (ωB97M-V/def2-TZVPD) results for a 2-piece molecular cluster, CH4NOP overall.

Multiplicity   1
HOMO level (alpha / beta)   -8.18 / -8.18 eV
Frontier orbital gap (alpha / beta)   8.2 / 8.2 eV

Last column: Löwdin charge in e.
Positions of all 8 atoms, in Å:
C  -0.56960  0.81166  -0.74604  -0.29
N  -0.21395  -0.05166  -1.43932  0.10
O  -2.81967  2.66173  -0.53439  -0.54
P  -2.14216  1.54488  0.11081  0.59
H  -1.53272  -2.14553  -0.42881  0.00
H  0.00060  -0.83610  -2.17879  0.18
H  -2.20621  -2.09046  -0.08626  0.03
H  -1.43078  2.00806  1.34339  -0.06

---

Entry 2
DFT (ωB97M-V/def2-TZVPD) results for a 2-piece molecular cluster, CH4NOP overall.

Multiplicity   1
HOMO level (alpha / beta)   -10.17 / -8.46 eV
Frontier orbital gap (alpha / beta)   9.4 / 7.4 eV

Last column: Löwdin charge in e.
Positions of all 8 atoms, in Å:
C  -0.45199  -1.36946  -1.68294  -0.03
N  0.08044  -0.73519  -0.72946  -0.13
O  -0.14885  -0.49768  0.48683  -0.07
P  1.10100  2.17716  1.27069  0.62
H  0.13288  -1.21041  -2.61706  0.08
H  -1.36309  -2.00598  -1.71550  0.09
H  0.83241  1.99484  2.60676  -0.25
H  -0.16945  2.11860  0.99868  -0.31

---

Pick the most stable structure from those above. Pick: entry 1